{"formula": "C2H7PS", "method": "ωB97M-V/def2-TZVPD", "homo_ev": [-9.27, -8.82], "largest_force_ha_per_bohr": 0.051, "de_lowest_kj_mol": 379.5, "homo_lumo_gap_ev": [8.056, 6.931], "elements": ["C", "C", "P", "S", "H", "H", "H", "H", "H", "H", "H"], "positions_angstrom": [[-0.848, 0.942, 0.538], [-0.818, 1.078, -1.017], [2.650, -2.720, 0.239], [-0.856, -0.543, -1.781], [0.215, 0.726, 0.790], [-1.182, 1.775, 1.127], [-1.587, 0.137, 0.889], [-0.022, 1.713, -1.604], [-1.694, 1.578, -1.236], [2.286, -3.127, 1.667], [1.856, -1.559, 0.389]], "atomic_forces_ev_per_a": [[1.001, -1.271, -0.139], [1.493, -0.201, 0.401], [-0.471, -0.475, 1.752], [0.081, 0.208, -0.246], [-0.959, -0.265, 0.590], [0.108, 1.046, -0.242], [1.451, 0.700, -0.920], [-1.014, -1.167, 1.737], [-2.143, 0.936, -1.172], [0.474, 0.400, -1.674], [-0.023, 0.089, -0.087]], "lowdin_charge": [-0.2012, -0.7032, 0.5147, 0.5866, 0.0577, 0.0439, 0.0850, 0.1054, 0.0120, -0.1947, -0.3061]}